(1)
Molecular formula: C20H45N2P3SScSe
Method: DFT, the ωB97M-V functional and the def2-TZVPD basis

Its net charge is +3. The HOMO-LUMO gap (alpha / beta) comes out at 0.122 / 0.138 Ha. The value obtained for the LUMO energy (alpha / beta) is -0.425 / -0.409 Ha. The HOMO energy (alpha / beta) is -14.871 / -14.871 eV.

CARTESIAN COORDINATES (ANGSTROEM)
Sc1 0.021 0.087 0.141
P1 0.276 2.111 1.902
P2 -2.461 0.455 0.066
P3 2.508 -0.247 0.062
H1 -1.467 -3.378 -8.526
C1 -0.611 -4.033 -8.341
C2 -0.770 -5.298 -7.947
H2 -1.761 -5.733 -7.789
C3 0.407 3.698 0.925
C4 -1.156 2.467 3.006
C5 1.802 2.224 2.932
C6 -3.053 -0.685 -1.239
C7 -3.660 0.251 1.421
C8 -2.867 2.117 -0.585
C9 2.764 -1.517 -1.229
C10 3.554 -0.741 1.469
C11 3.375 1.225 -0.587
H3 0.379 -3.617 -8.549
H4 0.081 -5.971 -7.809
H5 0.421 4.522 1.658
H6 -0.451 3.814 0.243
H7 1.331 3.714 0.323
H8 -0.867 3.273 3.701
H9 -1.443 1.588 3.604
H10 -2.050 2.717 2.415
H11 1.742 3.158 3.516
H12 2.711 2.177 2.308
H13 1.862 1.378 3.636
H14 -4.151 -0.718 -1.173
H15 -2.623 -1.681 -1.054
H16 -2.706 -0.346 -2.229
H17 -4.502 0.933 1.199
H18 -3.169 0.510 2.377
H19 -3.973 -0.808 1.434
H20 -3.964 2.152 -0.644
H21 -2.395 2.241 -1.576
H22 -2.475 2.898 0.087
H23 3.839 -1.759 -1.228
H24 2.425 -1.131 -2.205
H25 2.149 -2.394 -0.977
H26 4.585 -0.755 1.069
H27 3.229 -1.737 1.818
H28 3.439 -0.012 2.292
H29 4.451 1.010 -0.501
H30 3.101 2.120 -0.005
H31 3.065 1.385 -1.632
C12 0.114 0.308 -3.374
C13 -0.310 -1.038 -3.331
C14 -0.353 -1.785 -4.502
C15 0.027 -1.197 -5.711
C16 0.456 0.140 -5.756
C17 0.505 0.892 -4.594
Se1 0.220 1.624 -1.999
H32 -0.218 -1.731 -0.531
H33 -0.602 -1.518 -2.391
H34 -0.688 -2.824 -4.458
H35 -0.012 -1.785 -6.622
H36 0.755 0.618 -6.685
H37 0.827 1.938 -4.578
C18 0.823 0.621 6.539
N1 0.203 0.857 5.204
C19 0.035 -0.112 4.293
S1 0.191 -0.197 2.472
N2 -0.210 -1.364 4.742
C20 -1.205 -1.606 5.831
H38 1.001 -0.464 6.621
H39 0.121 0.966 7.325
H40 1.778 1.184 6.630
H41 0.254 1.811 4.863
H42 -0.364 -1.978 3.940
H43 -2.146 -2.050 5.424
H44 -0.707 -2.324 6.514
H45 -1.440 -0.653 6.354

Cartesian forces (eV/Å) of the 6 atoms listed first:
-0.475 -1.520 -1.903
0.399 2.241 0.517
-1.444 0.531 -0.485
1.440 0.106 -0.432
0.225 -0.225 0.052
-0.054 -0.225 0.101

(2)
Molecular formula: C20H45NO6PS
Method: DFT, the ωB97M-V functional and the def2-TZVPD basis

Its net charge is +1. The HOMO-LUMO gap comes out at 0.092 Ha. The value obtained for the LUMO energy is -0.255 Ha. The HOMO energy is -9.458 eV.

CARTESIAN COORDINATES (ANGSTROEM)
C1 2.557 0.811 0.087
C2 1.526 1.598 1.001
O1 0.232 1.250 0.524
C3 -0.750 2.257 0.770
C4 -0.565 3.578 -0.049
P1 -0.265 3.345 -1.927
C5 -1.878 4.194 -2.426
C6 -3.187 3.481 -1.920
C7 -3.787 2.413 -2.910
C8 -3.502 0.932 -2.424
S1 -2.393 -0.008 -3.527
O2 -2.061 0.682 -4.747
O3 -1.211 -0.361 -2.752
O4 -3.230 -1.359 -3.969
C9 0.289 3.135 -3.767
C10 1.614 2.278 -3.790
C11 2.769 2.981 -4.615
O5 1.423 0.943 -4.242
H1 3.545 1.312 0.136
H2 2.111 0.852 -0.936
H3 2.552 -0.242 0.442
H4 1.791 2.675 0.893
H5 1.673 1.355 2.090
H6 -0.817 2.509 1.864
H7 -1.742 1.794 0.522
H8 -1.457 4.227 0.157
H9 0.300 4.132 0.397
H10 0.933 4.149 -1.771
H11 -0.290 1.919 -1.854
H12 -1.926 4.223 -3.537
H13 -1.903 5.262 -2.093
H14 -3.961 4.284 -1.818
H15 -3.102 3.004 -0.919
H16 -4.900 2.521 -2.853
H17 -3.514 2.575 -3.973
H18 -3.025 0.920 -1.417
H19 -4.439 0.336 -2.322
H20 -2.749 -2.079 -3.514
H21 0.586 4.164 -4.108
H22 -0.519 2.706 -4.405
H23 2.015 2.206 -2.741
H24 2.710 4.089 -4.572
H25 3.768 2.704 -4.186
H26 2.796 2.623 -5.674
H27 1.296 0.938 -5.205
C12 1.696 -5.034 4.185
C13 1.731 -3.492 4.020
C14 0.639 -2.817 4.882
C15 -0.769 -2.953 4.315
C16 -0.816 -2.437 2.879
C17 0.220 -3.115 1.962
N1 1.603 -3.116 2.570
O6 2.063 -2.009 2.429
C18 -0.253 -4.558 1.657
C19 0.192 -2.430 0.579
C20 3.096 -3.109 4.627
H28 1.260 -5.317 5.143
H29 1.139 -5.562 3.417
H30 2.700 -5.459 4.141
H31 0.864 -1.748 4.987
H32 0.665 -3.226 5.893
H33 -1.098 -3.994 4.368
H34 -1.464 -2.378 4.931
H35 -1.819 -2.587 2.475
H36 -0.652 -1.352 2.890
H37 0.531 -5.137 1.165
H38 -1.112 -4.547 0.988
H39 -0.588 -5.098 2.542
H40 0.373 -1.354 0.636
H41 -0.786 -2.550 0.114
H42 0.934 -2.868 -0.093
H43 3.919 -3.502 4.028
H44 3.186 -3.528 5.630
H45 3.229 -2.030 4.723

Cartesian forces (eV/Å) of the 6 atoms listed first:
-1.477 0.464 0.757
1.594 -0.277 -0.589
0.105 0.717 0.607
-1.067 0.533 0.177
-0.104 -0.189 1.380
-0.181 0.546 -1.365

(3)
Molecular formula: C20H46AuCl2OP2
Method: DFT, the ωB97M-V functional and the def2-TZVPD basis

Its net charge is -1. The HOMO-LUMO gap (alpha / beta) comes out at 0.151 / 0.221 Ha. The value obtained for the LUMO energy (alpha / beta) is 0.105 / 0.082 Ha. The HOMO energy (alpha / beta) is -1.259 / -3.789 eV. The spin multiplicity is 3.

CARTESIAN COORDINATES (ANGSTROEM)
Au1 0.487 -1.336 0.681
Cl1 -0.134 -0.217 -1.662
P1 -0.532 -3.172 -0.339
C1 0.510 -4.117 -1.596
C2 -0.898 -4.278 1.120
C3 -2.111 -2.865 -1.311
C4 1.933 -3.574 -1.724
H1 0.028 -3.966 -2.589
C5 0.492 -5.602 -1.205
H2 0.930 -5.767 -0.214
H3 1.065 -6.205 -1.925
H4 -0.531 -6.001 -1.164
H5 1.953 -2.502 -1.954
H6 2.453 -4.118 -2.531
H7 2.523 -3.701 -0.811
H8 -1.747 -2.349 -2.215
C6 -3.124 -1.922 -0.661
C7 -2.659 -4.262 -1.628
H9 -1.928 -4.861 -2.200
H10 -3.570 -4.210 -2.249
H11 -2.933 -4.793 -0.693
H12 -2.662 -0.949 -0.454
H13 -3.571 -2.340 0.252
H14 -3.941 -1.746 -1.379
C8 0.374 -4.401 1.972
H15 -1.201 -5.285 0.790
C9 -2.043 -3.686 1.981
H16 1.163 -5.017 1.539
H17 0.132 -4.861 2.942
H18 0.799 -3.406 2.168
H19 -1.897 -2.608 2.184
H20 -2.067 -4.219 2.948
H21 -3.042 -3.833 1.545
Cl2 -0.190 0.185 2.457
H22 -0.711 -0.222 0.020
P2 0.321 3.580 -0.221
C10 -0.648 4.057 -1.725
C11 -0.287 4.451 1.308
C12 2.113 3.609 -0.680
C13 -1.777 3.019 -1.869
H23 0.081 3.972 -2.559
C14 -1.185 5.488 -1.737
H24 -1.804 5.690 -0.847
H25 -1.780 5.615 -2.657
H26 -0.388 6.237 -1.810
H27 -1.350 2.010 -1.883
H28 -2.309 3.157 -2.821
H29 -2.513 3.063 -1.047
H30 2.150 2.846 -1.482
C15 3.000 3.098 0.468
C16 2.593 4.944 -1.270
H31 2.146 5.137 -2.253
H32 3.679 4.881 -1.446
H33 2.375 5.785 -0.594
H34 2.562 2.213 0.967
H35 3.272 3.889 1.183
H36 3.926 2.702 0.040
C17 -1.739 3.989 1.537
H37 -0.222 5.526 1.066
C18 0.574 4.089 2.527
H38 -2.436 4.323 0.754
H39 -2.078 4.330 2.530
H40 -1.783 2.888 1.559
H41 0.609 3.000 2.658
H42 0.094 4.486 3.432
H43 1.601 4.454 2.452
C19 2.947 -0.763 2.508
C20 2.625 -0.802 1.044
O1 3.296 -0.511 0.091
H44 2.191 -0.182 3.048
H45 3.902 -0.267 2.744
H46 2.895 -1.796 2.888

Cartesian forces (eV/Å) of the 6 atoms listed first:
0.889 -0.528 0.244
0.197 0.641 -2.648
0.366 0.429 0.157
-0.447 -0.166 0.166
-0.381 -0.481 -0.165
0.488 -0.450 0.269

(4)
Molecular formula: C20H46B3Br2O14P
Method: DFT, the ωB97M-V functional and the def2-TZVPD basis

The HOMO-LUMO gap comes out at 0.295 Ha. The value obtained for the LUMO energy is -0.022 Ha. The HOMO energy is -8.627 eV.

CARTESIAN COORDINATES (ANGSTROEM)
O1 -1.997 -0.323 1.243
C1 -1.909 0.432 2.100
Br1 -3.483 0.620 3.279
C2 -0.673 1.287 2.340
B1 0.638 0.431 2.075
O2 1.237 -0.337 3.062
B2 2.273 -1.156 2.613
O3 2.470 -1.512 1.285
B3 1.469 -0.913 0.526
P1 0.558 -2.028 -0.772
O4 -0.668 -2.826 0.051
Br2 -0.410 -0.660 -2.289
O5 1.196 0.433 0.802
H1 -0.742 1.671 3.364
H2 -0.749 2.141 1.656
H3 3.044 -1.563 3.417
H4 -0.402 -2.904 0.981
C3 0.021 -3.729 9.419
O6 -1.026 -3.982 8.508
C4 -2.227 -4.394 9.146
C5 -3.443 -3.878 8.403
O7 -3.701 -2.492 8.593
C6 -2.822 -1.567 7.963
C7 -2.953 -1.510 6.455
O8 -2.325 -2.632 5.849
C8 -2.954 -3.031 4.649
H5 0.353 -4.658 9.896
H6 0.853 -3.299 8.862
H7 -0.289 -3.009 10.185
H8 -2.260 -4.041 10.182
H9 -2.244 -5.491 9.143
H10 -4.318 -4.388 8.814
H11 -3.402 -4.131 7.342
H12 -1.789 -1.737 8.271
H13 -3.111 -0.589 8.356
H14 -2.455 -0.607 6.079
H15 -4.015 -1.467 6.188
H16 -4.024 -3.204 4.808
H17 -2.501 -3.967 4.327
H18 -2.809 -2.274 3.871
C9 6.145 -2.432 -5.300
O9 6.087 -1.728 -4.078
C10 7.282 -1.021 -3.787
C11 6.984 0.273 -3.055
O10 6.457 1.304 -3.881
C12 5.119 1.158 -4.343
C13 4.066 1.316 -3.264
O11 3.990 0.152 -2.454
C14 3.622 0.434 -1.124
H19 6.860 -3.259 -5.237
H20 5.154 -2.833 -5.503
H21 6.422 -1.764 -6.124
H22 7.839 -0.798 -4.703
H23 7.899 -1.662 -3.144
H24 7.934 0.665 -2.683
H25 6.351 0.103 -2.183
H26 4.993 0.224 -4.893
H27 4.977 1.969 -5.062
H28 3.085 1.461 -3.734
H29 4.304 2.197 -2.657
H30 4.287 1.185 -0.681
H31 3.721 -0.485 -0.548
H32 2.586 0.783 -1.082
C15 -0.927 2.712 -3.482
O12 -1.940 2.509 -4.444
C16 -3.143 2.005 -3.882
C17 -4.354 2.547 -4.613
O13 -4.662 3.903 -4.310
C18 -3.797 4.906 -4.828
C19 -3.888 5.094 -6.330
O14 -3.210 4.052 -7.015
C20 -3.793 3.746 -8.263
H33 -0.581 1.754 -3.079
H34 -0.094 3.215 -3.972
H35 -1.284 3.351 -2.666
H36 -3.216 2.263 -2.819
H37 -3.124 0.912 -3.981
H38 -5.223 1.977 -4.275
H39 -4.276 2.392 -5.690
H40 -2.767 4.741 -4.506
H41 -4.128 5.836 -4.360
H42 -3.410 6.043 -6.606
H43 -4.944 5.128 -6.623
H44 -4.860 3.525 -8.155
H45 -3.298 2.858 -8.654
H46 -3.654 4.573 -8.969

Cartesian forces (eV/Å) of the 6 atoms listed first:
-0.291 -2.679 -2.851
0.641 2.159 1.975
0.280 0.391 0.169
-0.466 0.294 1.172
-0.066 0.947 0.085
-0.073 -0.261 -1.174

The electronic energy results, record by record, are as follows: -149169.7737 -55355.2273 -70847.4649 -201555.5411 eV.